1.
79
Properties=species:S:1:pos:R:3:forces:R:3:lowdin_spin:R:1 method="wB97M-V/def2-TZVPD" orbital_gap_ev="4.160 / 5.190" s2=6.182 lumo_ev="2.49 / 2.48" spin_multiplicity=5 e_homo_ev="-1.672 / -2.708" total_charge=-1
Co -2.0016 1.5788 0.4608 1.1 2.0 0.3 2.1448
P -1.1796 -0.2914 -0.0899 0.2 -0.8 -0.1 0.0475
Cl -3.6727 1.6109 1.7684 -1.4 -0.2 0.8 0.1021
C 3.0380 -0.0091 1.5955 -1.2 -2.6 0.1 0.3805
H 3.0521 -1.1115 1.3227 -0.1 1.4 -0.1 0.0306
H 2.0507 0.2716 1.9811 0.3 0.2 0.8 0.0382
C -2.4116 -0.3404 -1.4860 0.4 -0.7 0.3 0.0129
C -1.6943 -1.4008 1.3023 -0.2 -0.3 -0.4 0.0060
C -2.1907 -1.3539 -2.6029 -0.3 0.0 -0.5 0.0042
H -3.3798 -0.5650 -1.0078 0.1 0.2 0.0 0.0009
C -3.3366 -1.2618 -3.6320 0.1 -0.2 0.2 0.0007
H -1.2375 -1.1425 -3.1055 -0.3 -0.1 0.1 0.0001
H -2.1145 -2.3746 -2.2010 -0.1 0.2 -0.1 0.0001
C -3.6383 0.1684 -4.1002 0.2 0.2 0.0 0.0021
H -3.0801 -1.8843 -4.4977 -0.2 0.1 0.1 0.0002
H -4.2417 -1.6944 -3.1846 0.1 0.1 0.0 0.0000
C -3.6719 1.2121 -2.9637 -0.3 0.0 -0.2 0.0047
H -2.8737 0.4725 -4.8297 -0.1 0.0 0.1 0.0000
H -4.5976 0.1828 -4.6315 0.2 0.0 0.0 0.0004
C -2.4626 1.0884 -2.0544 -0.2 -0.1 0.4 0.0353
H -3.7210 2.2256 -3.3776 -0.1 -0.1 0.0 0.0000
H -4.5727 1.0636 -2.3581 0.0 0.0 0.0 0.0001
H -1.5506 1.2779 -2.6391 -0.1 0.1 0.3 0.0014
H -2.5319 1.8692 -1.2191 -0.2 -0.3 -1.5 0.0136
C 0.4857 -0.7349 -0.6993 -0.1 -0.3 0.7 0.0237
C -0.5274 -1.6453 2.2630 0.3 -0.2 0.0 0.0008
H -2.4566 -0.8107 1.8463 0.2 -0.2 -0.3 0.0018
C -0.9409 -2.5396 3.4408 -0.2 0.2 0.0 0.0004
H 0.3094 -2.1142 1.7217 -0.2 0.1 0.3 0.0002
H -0.1477 -0.6885 2.6523 -0.1 -0.2 -0.2 0.0003
C -1.6720 -3.8186 3.0121 0.1 0.0 -0.1 0.0001
H -0.0485 -2.7982 4.0235 -0.2 0.1 0.0 0.0007
H -1.5962 -1.9559 4.1017 0.0 -0.1 -0.1 0.0000
C -2.7942 -3.5660 1.9964 -0.1 0.1 0.0 0.0007
H -0.9481 -4.5255 2.5853 0.0 0.1 0.0 0.0000
H -2.0936 -4.3052 3.8999 0.1 0.0 -0.1 0.0000
C -2.3546 -2.6907 0.8142 0.1 -0.4 0.2 0.0018
H -3.1756 -4.5194 1.6125 0.0 0.1 0.1 0.0001
H -3.6297 -3.0651 2.5038 0.1 0.0 0.0 0.0001
H -1.6536 -3.2534 0.1779 -0.2 0.1 0.2 0.0002
H -3.2258 -2.4578 0.1850 0.2 0.0 0.2 0.0001
C 0.9203 -0.0028 -1.9687 0.3 0.1 0.1 0.0023
H 1.1546 -0.3631 0.1249 -0.3 -0.4 -0.5 0.0110
C 2.4413 -0.1873 -2.1129 -0.1 0.3 0.0 0.0010
H 0.4212 -0.4457 -2.8295 0.1 0.0 -0.2 0.0004
H 0.6420 1.0594 -1.9551 0.1 -0.3 0.0 0.0007
C 2.7988 -1.6728 -2.2262 -0.1 -0.1 0.0 0.0003
H 2.7805 0.3431 -3.0112 0.1 -0.1 0.1 0.0002
H 2.9446 0.2731 -1.2441 -0.1 -0.2 -0.2 0.0029
C 2.1979 -2.5152 -1.0910 0.1 -0.2 -0.1 0.0008
H 2.4252 -2.0529 -3.1890 0.0 0.0 0.1 0.0000
H 3.8851 -1.7991 -2.2489 -0.1 0.0 0.0 0.0001
C 0.7016 -2.2440 -0.9093 0.4 0.1 0.0 0.0037
H 2.3467 -3.5855 -1.2935 0.1 0.2 0.0 0.0002
H 2.7183 -2.2891 -0.1526 -0.1 0.0 -0.2 0.0005
H 0.1591 -2.5509 -1.8091 0.0 -0.1 0.0 0.0004
H 0.3070 -2.8490 -0.0841 0.2 0.2 -0.2 0.0002
C 1.2509 2.6476 0.1456 1.6 0.4 0.3 0.0376
C 4.0999 0.8147 1.2651 0.0 3.9 -0.8 0.3667
H 1.5613 1.8612 -0.5257 0.1 -0.4 -0.4 -0.0042
C 4.4165 2.0762 2.1746 0.1 1.7 -3.5 0.0498
H 4.0652 1.2999 0.1988 0.9 -1.2 0.7 0.0634
C 3.4694 3.3561 2.3962 -0.2 -1.0 1.0 0.0165
H 4.6967 1.7654 3.1294 0.6 -0.6 1.7 0.0052
H 5.3295 2.5650 1.6445 -1.0 -0.8 1.0 0.0080
C 3.1055 4.3094 1.2502 0.0 -0.2 -0.3 0.0090
H 2.5522 3.0404 2.9586 0.5 0.2 -0.6 0.0019
H 4.0180 3.9863 3.1368 -0.2 -0.3 -0.4 0.0010
C 2.2777 3.7393 0.0041 -0.8 0.3 0.7 0.0160
H 2.5688 5.1640 1.6920 -0.1 -0.3 -0.2 0.0007
H 4.0577 4.7537 0.8638 -0.7 -0.4 0.0 0.0000
H 1.5326 4.5525 -0.2669 0.9 -0.4 -0.2 -0.0096
H 2.9759 3.5067 -0.7921 0.2 0.3 -0.3 0.0075
C -0.2576 2.6281 2.3811 1.4 0.0 1.8 0.0940
C -0.8997 3.0909 1.1474 -0.6 -0.2 -2.1 0.2693
O -1.0055 4.1343 0.5365 0.1 0.4 1.3 0.1542
H 0.6529 2.0076 2.1039 -1.3 0.7 0.4 0.0122
H -0.9359 1.9983 2.9838 0.1 0.4 -0.2 0.0051
H 0.1133 3.4811 2.9853 -0.1 -0.3 0.0 0.0133


2.
80
Properties=species:S:1:pos:R:3:forces:R:3:lowdin_spin:R:1 method="wB97M-V/def2-TZVPD" orbital_gap_ev="5.815 / 7.637" s2=6.020 lumo_ev="0.28 / -1.06" spin_multiplicity=5 e_homo_ev="-5.537 / -8.693"
Os -0.2362 2.0896 1.5052 1.4 -0.4 3.3 1.7023
Cl 1.7738 2.7777 2.4693 0.1 -0.2 0.0 0.2362
P -0.3793 -0.2597 0.4106 -0.8 -2.0 -1.0 0.0780
C 3.6874 0.4927 -1.1522 1.0 -1.1 2.6 0.1249
H 4.2209 -0.4562 -1.3967 -0.3 0.4 0.0 0.0325
H 2.8959 0.2067 -0.3862 1.1 0.3 -0.1 0.0346
C -1.7186 -0.1539 1.7118 -0.2 -0.7 -0.1 0.0295
C 0.6236 -1.9023 0.6978 0.0 0.6 0.5 0.0194
C -3.0229 -0.9568 1.6658 0.1 -0.2 0.0 0.0073
H -1.1648 -0.4468 2.6195 -0.1 0.1 0.1 0.0021
C -3.7922 -0.7253 2.9788 0.0 -0.1 0.1 0.0003
H -3.6083 -0.5944 0.8090 0.0 -0.2 0.2 0.0012
H -2.8256 -2.0280 1.5119 -0.2 0.2 0.1 0.0013
C -3.9703 0.7469 3.3691 0.0 0.2 -0.1 -0.0014
H -4.7710 -1.2162 2.9151 0.2 0.0 0.1 0.0002
H -3.2300 -1.2196 3.7811 -0.1 -0.1 0.0 0.0000
C -2.6807 1.5651 3.2252 -0.3 -0.1 -0.3 0.0009
H -4.7206 1.2206 2.7291 0.0 -0.1 -0.1 0.0002
H -4.3579 0.8325 4.3897 0.0 -0.2 -0.1 -0.0002
C -2.1100 1.3357 1.8141 0.0 -0.2 0.2 0.0517
H -2.8826 2.6242 3.4148 0.0 -0.1 -0.1 -0.0007
H -1.9390 1.2412 3.9719 -0.1 0.1 -0.1 0.0002
H -2.8496 1.5479 1.0309 0.1 0.1 0.2 0.0153
H -0.8598 3.1020 2.6485 0.1 0.1 -1.0 -0.0173
C -1.2837 -0.6987 -1.2135 0.7 0.2 0.1 0.0147
C 1.3138 -2.5034 -0.5478 -0.2 0.2 -0.3 0.0019
H 1.4124 -1.5129 1.3669 0.0 -0.3 -0.1 0.0009
C 2.1761 -3.7388 -0.2204 0.1 0.1 0.3 0.0007
H 0.5619 -2.8072 -1.2902 0.2 0.1 0.2 0.0001
H 1.9374 -1.7452 -1.0452 -0.1 -0.2 0.1 0.0003
C 1.4445 -4.8134 0.5941 -0.2 0.0 -0.1 0.0000
H 2.5417 -4.1889 -1.1528 -0.1 0.2 0.1 0.0001
H 3.0681 -3.4194 0.3365 -0.1 0.0 0.0 0.0000
C 0.6690 -4.2380 1.7838 0.2 0.2 0.1 0.0012
H 0.7576 -5.3698 -0.0593 0.0 0.2 0.0 0.0000
H 2.1715 -5.5490 0.9623 -0.1 0.1 -0.1 0.0000
C -0.1657 -2.9884 1.4498 -0.3 -0.2 -0.1 0.0027
H 0.0068 -5.0128 2.1909 0.1 0.2 0.0 0.0002
H 1.3797 -3.9849 2.5821 -0.1 0.0 -0.1 0.0000
H -1.0246 -3.3074 0.8384 0.2 0.1 0.2 0.0001
H -0.5816 -2.5844 2.3823 0.1 -0.1 -0.2 0.0000
C -2.2546 0.4074 -1.6179 -0.2 0.1 -0.2 0.0018
H -0.4228 -0.6961 -1.9073 -0.3 0.1 -0.1 0.0001
C -2.7732 0.2155 -3.0548 0.1 0.0 0.1 0.0002
H -3.1036 0.4070 -0.9167 0.1 0.0 -0.2 0.0003
H -1.7814 1.3914 -1.5209 -0.2 -0.2 -0.1 0.0027
C -3.3893 -1.1661 -3.2958 -0.1 0.0 0.2 0.0000
H -3.5170 0.9904 -3.2688 0.1 -0.1 -0.1 0.0001
H -1.9437 0.3634 -3.7598 0.0 0.0 0.1 0.0000
C -2.5213 -2.3123 -2.7624 0.2 0.1 -0.1 0.0014
H -4.3799 -1.2117 -2.8231 0.1 0.0 0.0 0.0000
H -3.5567 -1.3106 -4.3699 0.0 0.0 0.2 0.0000
C -1.9743 -2.0713 -1.3444 -0.2 -0.1 0.3 0.0029
H -3.1063 -3.2408 -2.7656 0.1 0.1 0.0 0.0002
H -1.6816 -2.4762 -3.4533 0.0 0.1 0.1 0.0000
H -2.8077 -2.1267 -0.6288 0.2 0.0 -0.2 0.0001
H -1.2935 -2.8935 -1.0927 -0.3 0.3 -0.1 0.0002
C -0.1393 3.0209 -0.1070 0.3 1.2 -3.4 0.6071
C 2.9677 1.0837 -2.2090 -2.5 0.9 -2.1 0.5980
H -0.3386 2.4267 -1.0166 -0.3 0.3 0.4 0.0612
C 2.9670 2.4726 -2.7067 0.7 1.0 -1.0 0.1011
H 2.0436 0.5796 -2.5170 0.5 -0.4 0.2 0.0327
C 2.9245 3.7235 -1.7583 0.8 -0.4 -0.1 0.0354
H 3.8813 2.6424 -3.3418 -0.4 -0.3 0.6 0.0360
H 2.1730 2.5463 -3.4672 0.0 0.1 0.4 -0.0007
C 1.6301 4.5115 -1.5316 -0.2 0.3 0.5 0.0207
H 3.4554 3.4816 -0.8210 -0.5 0.4 -0.5 0.0000
H 3.5670 4.4628 -2.2910 -0.2 -0.5 0.5 0.0007
C 0.6052 4.3105 -0.3619 -0.1 0.2 0.8 0.1079
H 2.0662 5.5008 -1.3057 -0.7 0.0 -0.3 0.0021
H 1.0755 4.5759 -2.4801 0.1 0.1 0.2 0.0008
H 1.0217 4.6011 0.6185 0.3 0.1 -0.6 0.0011
H -0.1901 5.0806 -0.5152 0.4 -0.3 -0.1 0.0338
C 4.5937 0.8962 1.7331 0.2 -0.2 0.5 0.0037
C 4.6391 1.8968 0.6273 -0.8 1.8 0.3 0.0018
O 4.6263 3.1015 0.8589 0.6 -2.3 -0.8 0.0028
O 4.6956 1.4121 -0.6497 -0.2 0.3 0.1 -0.0002
H 5.1072 1.3850 2.5583 0.0 -0.2 0.2 0.0005
H 5.0908 -0.0392 1.4854 0.0 0.0 -0.1 0.0001
H 3.5768 0.6971 2.0882 0.1 0.1 -0.3 0.0020